Entry 1:
108
Properties=species:S:1:pos:R:3 method="wB97M-V/def2-TZVPD" e_lumo_ha="-0.0336 / -0.0355" charge=0 multiplicity=5 homo_energy_ev="-6.52 / -6.47"
Te 0.4773 0.4815 -3.0149
Te 3.2654 -2.7973 -1.1267
Cr 0.1601 -0.2948 -0.2530
S -6.8119 -2.7719 0.3749
P 2.4916 -0.2994 0.7370
P -1.0285 1.8536 -1.7838
P 0.7926 -2.4898 0.7868
O -0.7892 3.4237 -1.9092
O -2.4631 1.6269 -2.4633
O -1.0350 1.5237 -0.3119
N 7.8470 -3.5412 0.4737
N -5.5425 -4.3794 -1.2606
N -1.8294 -1.1029 -0.6055
N 1.5818 3.0990 0.1821
N 2.4313 5.1155 -0.2581
C 1.1229 -5.2146 1.1303
C 0.0633 -2.5832 2.4670
C -3.5928 2.4483 -2.0941
C 2.4920 3.7637 -0.4615
C 2.6706 0.2185 2.4829
C -1.9413 -3.0626 3.7366
C 0.4278 -6.9211 -0.4147
C -0.1114 -5.9507 -1.2452
C 1.8927 1.2657 2.9628
C 5.2300 -3.1637 -0.4475
C 2.5686 -2.1263 0.7842
C -3.3318 -2.6533 -1.6088
C 0.8348 6.4995 1.1502
C 5.1851 1.2846 -1.8999
C -1.2564 -3.0424 2.5339
C 1.3732 5.3406 0.6000
C 4.0139 0.8839 -1.2734
C -0.8057 5.0744 2.2371
C 5.4739 -3.6310 0.8357
C -4.4058 1.8009 -0.9964
C 2.8443 1.0000 5.1532
C 0.8497 4.0676 0.8594
C 3.5286 -0.4478 3.3576
C 6.7881 -3.7983 1.2434
C 3.6214 -0.0533 4.6830
C 0.7150 4.4777 -3.4794
C -2.1473 -1.9409 -1.5909
C 0.6842 -2.1645 3.6351
C -0.2667 3.9298 1.6834
C -0.2610 6.3422 1.9763
C 1.9753 1.6554 4.2938
C 6.3212 -2.8944 -1.2607
C -3.9211 -1.5874 0.4350
C -1.3163 -2.6209 4.8982
C -2.7144 -0.9186 0.3780
C 6.4524 0.5179 -0.0111
C -5.5190 -3.2643 -0.5085
C 6.4088 1.1000 -1.2694
C -0.7064 4.0462 -3.2060
C -0.0264 -4.6110 -0.8902
C -0.0037 -2.1814 4.8440
C 7.5977 -3.1026 -0.7573
C 4.0486 0.2999 -0.0104
C 0.5885 -4.2344 0.2967
C 1.0472 -6.5506 0.7730
C -4.2388 -2.4950 -0.5651
C 5.2796 0.1226 0.6163
H -3.5370 -3.2904 -2.4584
H -5.3079 2.3855 -0.8085
H -3.2420 3.4365 -1.7904
H -4.1781 2.5575 -3.0064
H 3.2488 3.3250 -1.0942
H 5.3371 -0.3311 1.5959
H -2.9606 -3.4280 3.7707
H -0.7043 2.9549 1.8523
H -4.6897 -4.8043 -1.5850
H -2.4345 -0.2059 1.1433
H 5.1411 1.7300 -2.8868
H 4.6528 -3.8307 1.5132
H -1.0724 3.3590 -3.9729
H 1.2210 1.7750 2.2847
H 1.3603 2.4708 4.6541
H 7.4024 0.3581 0.4830
H 1.3699 3.6109 -3.5689
H -1.4268 -2.0175 -2.3957
H 1.4727 -7.3059 1.4211
H -1.3759 4.9065 -3.1700
H -1.7469 -3.4004 1.6342
H 1.2482 7.4783 0.9426
H 0.4981 -1.8476 5.7437
H 7.3259 1.4021 -1.7597
H 0.7554 5.0477 -4.4093
H 6.1924 -2.5042 -2.2631
H 0.3723 -7.9655 -0.6936
H -0.5811 -6.2342 -2.1789
H 3.0608 5.7987 -0.6380
H 4.2884 -0.5777 5.3562
H 3.0611 1.0052 -1.7736
H 1.7119 -1.8358 3.6114
H 1.0720 5.1106 -2.6662
H -0.7149 7.2153 2.4269
H -1.6723 4.9988 2.8814
H 2.9122 1.3013 6.1911
H -0.4161 -3.8523 -1.5564
H 8.4649 -2.8868 -1.3735
H -4.6057 -1.4225 1.2547
H -4.7039 0.7922 -1.2852
H 7.0039 -4.1576 2.2447
H -3.8278 1.7473 -0.0742
H -1.8511 -2.6283 5.8393
H -6.3609 -4.9620 -1.1965
H 1.6051 -4.9240 2.0562
H 4.0754 -1.3154 3.0046

Entry 2:
105
Properties=species:S:1:pos:R:3 method="wB97M-V/def2-TZVPD" e_lumo_ha="-0.0223 / -0.0145" charge=0 multiplicity=2 homo_energy_ev="-7.01 / -7.15"
Re 0.2386 -0.2087 0.6106
I -4.9435 -4.6475 4.3693
I -0.2523 -5.3634 0.6947
P 0.6634 -0.4708 -1.8469
O 2.3250 0.7434 -1.0456
O 4.5728 0.6590 -0.9551
O -0.2749 -2.2304 1.0321
N 2.0100 -1.3277 1.4968
N 3.6188 2.8559 3.7020
N -0.9135 1.1376 0.4155
N -0.1393 -0.2038 2.8228
N 2.3796 1.4131 2.5823
C -1.2086 -2.7230 1.8242
C -2.8037 -3.2055 -3.3682
C 0.7841 1.7592 -5.2920
C -2.6534 -1.9418 -3.9213
C 3.5343 1.6841 1.8601
C -0.7419 -1.5133 -2.4948
C -0.2338 2.0315 -2.7346
C 4.3063 2.5754 2.5389
C 0.8247 -0.9972 3.6050
C -0.9182 -2.7845 -1.9379
C -1.5137 -4.1075 1.7870
C 4.1128 -2.6118 2.7646
C 4.3734 -2.5903 -3.6753
C 2.0071 -1.4856 2.8223
C -3.4577 4.2986 -0.6999
C -0.4641 3.0227 -3.6799
C 3.1146 -3.1245 -3.9153
C 4.4981 -1.4731 -2.8627
C -2.1820 4.5443 -0.2223
C -4.6844 0.6536 1.2959
C -1.8040 2.1749 0.1607
C 3.4818 0.2788 -1.3676
C 1.9806 -2.5518 -3.3514
C -1.3518 3.5280 0.2305
C 0.0436 2.8883 -4.9635
C 4.1028 -2.4811 1.3873
C 1.0127 0.7681 -4.3459
C -1.9338 -3.6258 -2.3678
C -1.9023 -1.9729 2.7973
C 0.5071 0.9000 -3.0533
C -3.3288 -0.7143 -0.3633
C 2.0938 -1.4353 -2.5229
C -0.0545 3.9909 0.8915
C -2.9523 -2.5393 3.5184
C -1.6300 -1.1012 -3.4892
C -3.9811 0.6362 -0.0849
C -3.1589 1.9293 -0.2170
C 3.0367 -2.1231 3.4849
C 1.2568 3.5180 0.2610
C 3.0285 -1.8471 0.7974
C -2.5617 -4.6683 2.4959
C 2.4706 2.1384 3.6729
C -0.1222 3.6674 2.3876
C 3.3675 -0.9042 -2.2967
C -3.9311 3.0036 -0.6549
C -3.3121 -3.8593 3.3384
C -1.5514 -0.5376 3.0943
H 3.7351 1.2430 0.8907
H 2.9853 -2.2386 4.5607
H -1.5383 -0.1172 -3.9346
H 5.2576 3.0243 2.2996
H -5.6025 1.2446 1.2616
H -0.2074 2.5906 2.5351
H -0.1392 3.6546 -5.7080
H -4.0999 -1.4918 -0.3664
H 4.9041 -2.8577 0.7661
H -2.0412 -4.6098 -1.9248
H 2.9643 -1.7745 -0.2723
H 1.5804 -0.1086 -4.6284
H -2.1455 0.1342 2.4855
H -3.3363 -1.6013 -4.6914
H 3.8964 3.5017 4.4181
H -2.8445 -0.7164 -1.3360
H 5.2511 -3.0417 -4.1229
H -3.4844 -1.9259 4.2402
H -0.6438 2.1364 -1.7425
H 4.9376 -3.0976 3.2721
H -4.7618 0.7357 -0.8393
H 1.1780 1.6403 -6.2942
H 2.1036 3.9584 0.7988
H 1.0136 -2.9746 -3.5801
H 5.4600 -1.0204 -2.6562
H -4.9538 2.8027 -0.9586
H -1.0480 3.8952 -3.4074
H 1.1820 -0.4282 4.4619
H -1.8154 5.5641 -0.1814
H -4.0490 1.1083 2.0581
H -4.9459 -0.3607 1.6168
H 0.0016 0.7795 3.0221
H -2.7764 -5.7246 2.4004
H -1.7892 -0.3310 4.1405
H -3.5916 -3.8631 -3.7185
H -0.2454 -3.1144 -1.1572
H 0.3069 -1.8741 3.9930
H 1.3225 3.8331 -0.7831
H -0.9889 4.1518 2.8458
H 3.0061 -3.9936 -4.5545
H -2.5884 -0.9938 0.3760
H 0.7815 4.0146 2.8978
H -4.0824 5.1076 -1.0590
H 1.3806 2.4423 0.2859
H 1.7444 2.1902 4.4745
H -0.0588 5.0775 0.8038

Entry 3:
114
Properties=species:S:1:pos:R:3 method="wB97M-V/def2-TZVPD" e_lumo_ha="-0.1463 / -0.1463" charge=+1 multiplicity=1 homo_energy_ev="-9.77 / -9.77"
W 0.4532 0.9983 0.1964
As -0.4760 3.4282 1.0619
Cl 5.1525 -0.3008 -0.8353
Cl 7.2361 1.2177 0.9554
Cl 6.2396 3.1700 3.1696
Cl 3.1543 3.6219 3.5978
S 1.4020 -4.8877 -5.0067
S 0.6877 2.6277 -1.6199
S 0.2149 -0.5224 3.3700
P 0.4074 -1.6258 -0.5311
P -0.3215 0.9765 -2.2827
O 2.2621 0.4303 -0.0759
O -0.5278 -1.7165 3.6275
O 1.6276 -0.5357 3.0938
O 1.5278 1.8813 1.6927
N -0.5628 3.2661 7.8220
N -2.6973 0.1853 2.6738
N 1.1067 -1.6970 -1.8920
N -1.9059 0.9265 0.5332
N -0.4296 0.0955 1.9502
C -0.3820 2.3656 6.8029
C 0.9216 4.7440 0.8158
C 2.1375 0.5322 -5.5078
C -4.3132 0.8758 -3.0574
C 2.4257 -2.7752 -3.6198
C -3.5028 -2.7610 0.0301
C 4.6434 0.7709 0.3977
C -0.0544 0.6065 4.6736
C 1.3329 -0.1703 -6.3932
C 0.8228 2.3332 6.0855
C 0.0656 -0.5819 -6.0035
C -3.5962 3.1477 -3.4061
C -1.6117 -2.7118 -2.0040
C 0.9846 1.4564 5.0357
C 0.8316 -6.5044 -4.4526
C 0.4982 -3.5715 1.5020
C -4.1767 1.2309 1.1216
C 2.5568 -4.2609 2.5333
C 1.8239 -4.1575 -3.4062
C -0.4031 -0.2799 -4.7358
C -1.4104 1.4819 6.4422
C -1.2459 0.6035 5.3936
C -3.1224 1.4004 0.2505
C 2.8400 1.8217 1.6260
C 1.1879 -4.3966 2.3785
C 5.1037 2.3208 2.2051
C -0.9329 3.4761 2.9358
C 1.6749 0.8398 -4.2368
C 0.4001 0.4395 -3.8532
C 3.2490 -3.3043 1.8007
C -1.9493 4.4096 0.2619
C -1.2893 -2.2053 -0.7451
C 2.5654 -2.4754 0.9307
C 5.5535 1.4461 1.2058
C -2.8763 -3.2347 -2.2433
C -1.7400 0.3834 1.7781
C -3.8301 -3.2353 -1.2347
C -3.9117 0.5880 2.3270
C 3.2882 0.9794 0.6194
C 3.7445 2.5175 2.4185
C -3.0177 0.5197 -2.7096
C -4.6032 2.1899 -3.3980
C 2.4604 -1.9681 -2.3282
C -2.2306 -2.2700 0.2868
C -2.0052 1.4790 -2.7235
C 1.1797 -2.5961 0.7799
C -2.2958 2.7944 -3.0751
H 0.7299 5.5787 1.4889
H 2.3025 1.4045 -3.5585
H 0.2533 3.6962 8.2213
H -3.8215 4.1695 -3.6818
H -0.5666 -3.7057 1.3826
H -3.2486 1.9029 -0.6967
H -2.9153 3.9506 0.4571
H -5.6151 2.4700 -3.6606
H -5.1653 1.5831 0.8685
H -1.9224 3.0424 3.0832
H 1.9012 4.3285 1.0312
H -4.7011 0.4134 3.0511
H 4.3209 -3.2020 1.9111
H -1.9638 -1.9928 1.2996
H 0.5191 -7.0641 -5.3322
H -0.9437 4.5136 3.2675
H 3.1101 -1.7376 0.3655
H 3.0885 -4.9054 3.2213
H 3.0253 -2.5386 -1.5883
H 1.9177 1.4124 4.4965
H -0.8535 -2.7067 -2.7781
H -0.1951 2.9167 3.5021
H -1.9401 5.4026 0.7108
H -5.0959 0.1283 -3.0455
H -1.7874 4.4982 -0.8107
H -2.8051 -0.4940 -2.3996
H 3.4330 -2.8659 -4.0348
H 0.9189 -4.0793 -2.8007
H 1.6349 -7.0484 -3.9569
H -1.3121 3.0996 8.4711
H 1.6362 2.9910 6.3691
H 0.6481 -5.1464 2.9420
H 3.0164 -1.0431 -2.4977
H -4.2278 -2.8093 0.8333
H -1.5087 3.5384 -3.0928
H -2.0277 -0.0938 5.1252
H -2.3339 1.4806 7.0084
H -1.4022 -0.5878 -4.4499
H -0.5563 -1.1468 -6.6846
H -4.8168 -3.6399 -1.4217
H -3.1124 -3.6420 -3.2184
H 1.6958 -0.4087 -7.3841
H 2.5258 -4.8106 -2.8810
H 1.8247 -2.2264 -4.3437
H 0.8846 5.0965 -0.2127
H 3.1270 0.8519 -5.8064
H -0.0179 -6.4076 -3.7758

Entry 4:
109
Properties=species:S:1:pos:R:3 method="wB97M-V/def2-TZVPD" e_lumo_ha="-0.0836 / -0.1532" charge=+1 multiplicity=2 homo_energy_ev="-9.76 / -9.77"
Bi -2.2763 -0.9111 -0.6699
I 0.5187 -1.6452 -5.2742
Te 1.5795 -0.5827 0.7490
Se -6.4007 -0.1678 0.6705
Se -4.4243 0.9669 1.2210
O -4.1413 -3.7208 -3.4798
O -1.2924 0.3775 -2.3061
O -1.9694 -3.0954 0.1297
N -2.7408 -2.1475 -2.3935
N -1.7806 2.4192 1.3910
N -2.9990 3.0278 -0.9757
N -4.9662 0.0445 -1.7772
N -2.6552 -0.9409 2.1692
N -0.2005 -1.7690 -0.2133
N 0.2761 1.2460 -3.8960
C 1.5744 1.6079 -3.2081
C 0.4781 2.0206 -1.0243
C -5.9443 -0.1596 -3.9545
C -2.1424 -1.8289 3.0254
C 2.7657 1.0028 -3.8768
C -4.8735 0.0665 -3.1141
C -2.1067 3.7225 1.1649
C 2.0967 0.0572 -1.2031
C -2.7295 -2.1315 4.2386
C 3.0944 2.2692 1.3949
C -6.1539 -0.1980 -1.2470
C -2.7389 4.0440 -0.0766
C 0.0997 -4.1187 0.5957
C -2.2304 6.0777 1.8233
C -0.7061 -2.9307 0.1817
C -3.4592 -2.9466 -2.9196
C 3.0962 1.4775 -5.2612
C 1.5008 -6.4132 1.2955
C 4.0793 -2.7511 1.7954
C 4.3748 -1.2939 2.0348
C 1.1037 0.9486 -1.9038
C 3.4897 0.1120 -3.2059
C -7.2909 -0.4609 -2.0056
C -3.9110 -1.4885 4.5784
C -0.0561 0.1993 -2.7285
C 0.6999 -6.4062 0.1597
C -1.1630 2.1204 2.5074
C -4.4526 -0.5650 3.7023
C 0.8894 -4.1311 1.7358
C -7.1771 -0.4417 -3.3804
C 5.5513 -0.9858 2.7125
C 3.9140 1.0886 1.8518
C 5.1032 1.3426 2.5265
C 3.1934 -0.3805 -1.8400
C 0.2444 -1.2481 -3.1904
C 4.1838 -1.3760 -1.3011
C -2.8623 6.3564 0.6456
C -1.8344 4.7464 2.0938
C -3.1057 5.3479 -0.3086
C 3.5602 -0.2451 1.6014
C 7.2172 0.6210 3.6956
C -3.7877 -0.3251 2.5074
C 1.5849 -5.2800 2.0897
C -0.8289 3.0717 3.4958
C 5.9350 0.3220 2.9674
C -0.0107 -5.2675 -0.1829
C -1.1730 4.3741 3.2885
H 2.1900 -5.2906 2.9870
H -0.2454 2.6159 -1.5844
H -0.0614 1.6061 -0.1767
H 2.0512 -7.3050 1.5653
H 3.3817 3.1652 1.9432
H -0.4329 1.9759 -3.8836
H 7.2591 1.6613 4.0141
H 4.3821 -0.2876 -3.6759
H 3.1512 -2.9102 1.2528
H -2.2757 -2.8582 4.8977
H 1.1194 -1.6526 -2.6966
H 4.0098 -3.2881 2.7429
H 3.6847 -2.1846 -0.7675
H -3.8812 0.2494 -3.5107
H 1.2531 2.6892 -0.6483
H 7.3229 -0.0125 4.5763
H -3.5900 5.6022 -1.2441
H -1.2333 -2.3272 2.7090
H -8.2371 -0.6692 -1.5240
H 0.3585 0.8389 -4.8326
H -3.1788 7.3681 0.4277
H -2.0278 6.8526 2.5510
H -0.3250 2.7550 4.3990
H -5.8177 -0.1250 -5.0270
H 5.3819 2.3737 2.7166
H -0.6246 -1.8508 -2.9523
H 3.2597 2.4611 0.3313
H 4.1536 1.3415 -5.4817
H 4.8819 -3.2155 1.2189
H 6.1862 -1.8007 3.0465
H -2.4258 2.2016 -0.9301
H -0.6591 -5.2606 -1.0499
H 4.7599 -1.8149 -2.1145
H -0.9188 1.0728 2.6591
H -5.3662 -0.0356 3.9326
H -3.3244 3.2874 -1.8902
H 0.6158 -7.2960 -0.4499
H 1.6819 2.6939 -3.1609
H -4.4007 -1.6994 5.5200
H 4.8819 -0.9033 -0.6088
H 2.5329 0.9157 -6.0118
H -0.9475 5.1365 4.0248
H 2.8532 2.5352 -5.3868
H 0.9418 -3.2550 2.3735
H -8.0430 -0.6354 -3.9999
H 2.0233 2.1216 1.5436
H 8.0793 0.4322 3.0530

It is found that the energy relative to the best compared isomer or geometry (same formula, charge and spin) values, taken in the order of the records, are 14.2, 29.5, 52.8, 58.4 kcal/mol.
It is found that the maximum force values, taken in the order of the records, are 0.009, 0.059, 0.018, 0.010 hartree/bohr.